(1)
The following is a quantum chemistry calculation of a structure of composition C38H48N2O2SbSe5W, from OMol25.

Calculated values
calculated total energy = -14051.2357 Ha
multiplicity = 1
HOMO-LUMO gap = 6.293 eV
energy above the lowest of the compared OMol25 structures with the same formula, charge and spin = 0.0 kcal per mole
E_HOMO = -10.48 eV
charge = +1

Each line ends with the Löwdin charge.
Element x y z (Å)
W 1.54217 0.55431 1.85607  1.082
C 0.69062 -4.18305 -4.38532  -0.038
C 1.85320 -3.18848 -4.25989  -0.556
C 3.18048 -3.91197 -4.52929  -0.036
C 1.67351 -2.09718 -5.31502  -0.063
C 1.86692 -2.61483 -2.84516  -0.146
C 1.79045 -1.25620 -2.58417  -0.032
C 1.76795 -0.82468 -1.26782  -0.372
Se 1.92722 1.01300 -0.78079  1.196
C 0.21698 1.77826 -1.08636  -0.381
C -0.21403 2.15696 -2.34849  -0.034
C -1.40641 2.84474 -2.46934  -0.150
C -2.09031 3.15698 -1.29059  0.046
C -1.68098 2.80245 -0.01175  -0.067
C -0.48400 2.06409 0.07095  -0.297
O 0.01295 1.61045 1.25906  -0.335
C -2.51154 3.16795 1.21871  -0.519
C -1.65280 3.97548 2.20141  -0.024
C -3.02643 1.88011 1.87339  -0.022
C -3.72981 4.02483 0.86726  -0.057
C -1.98233 3.27677 -3.81497  -0.556
C -1.09717 2.83894 -4.98161  -0.062
C -2.10804 4.80610 -3.84557  -0.037
C -3.36880 2.64261 -3.99301  -0.038
C 1.82340 -1.70000 -0.19689  -0.310
O 1.67907 -1.19360 1.06850  -0.407
C 2.02470 -3.07115 -0.41973  -0.070
C 2.01159 -3.47449 -1.75048  0.048
C 2.35855 -4.04174 0.71413  -0.517
C 1.21353 -4.12941 1.73173  -0.056
C 2.62541 -5.45541 0.19413  -0.055
C 3.64274 -3.54574 1.40146  -0.030
H 0.66449 -4.60008 -5.39324  0.091
H -0.26538 -3.69196 -4.19443  0.092
H 0.79104 -5.01305 -3.68529  0.080
H 3.18345 -4.31866 -5.54181  0.091
H 3.33837 -4.74129 -3.83915  0.080
H 4.02445 -3.22669 -4.43440  0.094
H 1.64758 -2.55281 -6.30506  0.091
H 2.49946 -1.38315 -5.30570  0.088
H 0.73671 -1.55252 -5.17787  0.087
H 1.76211 -0.53252 -3.38689  0.102
H 0.38602 1.92075 -3.21592  0.103
H -3.00771 3.71838 -1.38494  0.099
H -0.76956 3.42409 2.50936  0.051
H -2.23746 4.21944 3.09125  0.092
H -1.32886 4.91199 1.74366  0.100
H -2.21649 1.18346 2.07153  0.050
H -3.74706 1.38399 1.22046  0.101
H -3.52667 2.11206 2.81678  0.096
H -3.44383 4.97165 0.40619  0.094
H -4.27204 4.25600 1.78538  0.093
H -4.42156 3.50456 0.20330  0.089
H -0.10517 3.29226 -4.93112  0.090
H -1.55320 3.15460 -5.92011  0.091
H -0.98537 1.75316 -5.01907  0.085
H -1.13337 5.27995 -3.71681  0.094
H -2.77026 5.17456 -3.06115  0.080
H -2.51920 5.12655 -4.80406  0.091
H -3.30468 1.55318 -3.97008  0.093
H -3.79400 2.93926 -4.95302  0.090
H -4.06171 2.95762 -3.21180  0.080
H 2.14469 -4.52642 -1.95663  0.100
H 0.27162 -4.41241 1.25376  0.101
H 1.05401 -3.17761 2.23559  0.009
H 1.43934 -4.88713 2.48741  0.088
H 1.75278 -5.88153 -0.30537  0.093
H 2.86834 -6.09999 1.03904  0.094
H 3.47298 -5.48337 -0.49280  0.093
H 3.51898 -2.55313 1.83574  0.050
H 4.46539 -3.50964 0.68524  0.100
H 3.92048 -4.22409 2.20902  0.070
C -2.19357 -1.81861 2.58389  -0.032
C -2.76712 -1.25703 3.70674  -0.062
C -2.09721 -0.24853 4.37185  -0.042
C -0.88071 0.19766 3.88446  -0.262
N -0.30140 -0.38888 2.82407  -0.038
C -0.94704 -1.37366 2.18859  -0.110
C -0.21206 1.41083 4.37523  -0.226
C -0.68979 2.12109 5.46482  0.027
C -0.07480 3.30065 5.84004  -0.012
C 0.99663 3.75180 5.09295  -0.013
C 1.42007 2.99479 4.01916  -0.154
N 0.84816 1.83606 3.66525  -0.105
H -2.68363 -2.60491 2.02856  0.126
H -3.72483 -1.60325 4.07127  0.129
H -2.54267 0.20097 5.24515  0.121
H -0.45172 -1.79269 1.32717  0.109
H -1.53837 1.75873 6.02300  0.118
H -0.43455 3.85814 6.69385  0.125
H 1.50928 4.67252 5.32913  0.123
H 2.25546 3.32168 3.42181  0.041
Se -0.34061 -3.02840 5.48737  0.063
Sb 1.92266 -2.72022 5.02896  0.035
Se 3.52150 1.63291 1.98077  0.343
Se 2.65841 -0.51181 4.11761  0.111
Se 3.72038 -4.08539 5.56078  0.025

(2)
The following is a quantum chemistry calculation of a structure of composition C38H48N2O2SbSe5W at a distorted geometry, from OMol25.

Calculated values
calculated total energy = -14051.1880 Ha
multiplicity = 1
HOMO-LUMO gap = 5.946 eV
energy above the lowest of the compared OMol25 structures with the same formula, charge and spin = 30.0 kcal per mole
E_HOMO = -10.47 eV
charge = +1

Each line ends with the Löwdin charge.
Element x y z (Å)
W -1.98519 0.87037 -0.57578  1.036
C 5.67452 3.30895 0.02142  -0.039
C 4.83687 3.22822 -1.26189  -0.556
C 4.84251 4.59345 -1.96425  -0.037
C 5.47528 2.19901 -2.19514  -0.063
C 3.40101 2.85567 -0.90176  -0.150
C 2.75135 1.75585 -1.43698  -0.037
C 1.44940 1.47933 -1.04376  -0.380
Se 0.35382 0.28850 -2.03071  1.179
C 0.48450 -1.47579 -1.34728  -0.379
C 1.46889 -2.33720 -1.81591  -0.043
C 1.37507 -3.68987 -1.55157  -0.153
C 0.27887 -4.12097 -0.79755  0.044
C -0.72895 -3.29813 -0.31477  -0.069
C -0.61925 -1.92974 -0.63773  -0.310
O -1.58619 -1.05190 -0.28198  -0.342
C -1.90959 -3.86573 0.47439  -0.518
C -3.20869 -3.62154 -0.30753  -0.025
C -1.95989 -3.19661 1.85616  -0.024
C -1.78696 -5.37355 0.70176  -0.059
C 2.36809 -4.71425 -2.09236  -0.557
C 3.49291 -4.04986 -2.88574  -0.063
C 1.62180 -5.68316 -3.02019  -0.037
C 2.98778 -5.49465 -0.92633  -0.039
C 0.75636 2.29953 -0.16130  -0.302
O -0.50132 1.88584 0.19413  -0.416
C 1.35172 3.46586 0.34534  -0.068
C 2.67103 3.67873 -0.04334  0.044
C 0.59591 4.52723 1.14574  -0.517
C -0.16427 3.92755 2.33305  -0.069
C 1.54076 5.59604 1.70050  -0.054
C -0.39028 5.21539 0.18799  -0.046
H 6.71203 3.54055 -0.22261  0.090
H 5.65728 2.36046 0.56061  0.093
H 5.31200 4.08713 0.69322  0.079
H 5.85637 4.85084 -2.27376  0.090
H 4.48575 5.38719 -1.30745  0.080
H 4.20978 4.57887 -2.85291  0.093
H 6.50592 2.48825 -2.39970  0.090
H 4.95649 2.14080 -3.15341  0.088
H 5.49522 1.20344 -1.74826  0.089
H 3.24436 1.11478 -2.15370  0.103
H 2.29296 -1.94233 -2.39278  0.101
H 0.20860 -5.17552 -0.57986  0.098
H -3.34868 -2.56807 -0.54152  0.056
H -4.06327 -3.96662 0.27839  0.089
H -3.19522 -4.17450 -1.24797  0.098
H -1.92708 -2.11331 1.77857  0.053
H -1.10837 -3.51432 2.46070  0.098
H -2.87418 -3.48453 2.38058  0.092
H -1.83111 -5.93721 -0.23102  0.091
H -2.62278 -5.70101 1.32231  0.093
H -0.86848 -5.63835 1.22687  0.091
H 3.11288 -3.49754 -3.74670  0.088
H 4.17030 -4.81560 -3.26343  0.090
H 4.07897 -3.36880 -2.26605  0.089
H 1.15570 -5.14908 -3.84997  0.093
H 0.84197 -6.23044 -2.48958  0.080
H 2.31682 -6.41416 -3.43581  0.090
H 3.51328 -4.82583 -0.24279  0.093
H 3.70479 -6.22480 -1.30411  0.090
H 2.23459 -6.03781 -0.35512  0.079
H 3.16761 4.55956 0.33314  0.098
H 0.51613 3.39175 2.99977  0.099
H -0.95369 3.24946 2.01481  0.030
H -0.63479 4.72687 2.90491  0.040
H 2.31731 5.16562 2.33483  0.097
H 0.96275 6.29125 2.31011  0.094
H 2.01831 6.17883 0.91256  0.087
H -1.04724 4.49066 -0.29992  0.042
H 0.14446 5.76084 -0.59043  0.099
H -1.00463 5.93217 0.74170  0.069
C -1.49847 0.41223 4.00456  -0.007
C -2.70012 -0.11184 4.44765  -0.016
C -3.69610 -0.39055 3.52821  0.018
C -3.45685 -0.14474 2.18194  -0.241
N -2.31541 0.41376 1.77305  -0.032
C -1.34911 0.67187 2.65521  -0.097
C -4.41039 -0.50719 1.11889  -0.216
C -5.58260 -1.19294 1.40537  0.017
C -6.47271 -1.48281 0.38960  -0.017
C -6.18075 -1.05392 -0.89111  -0.014
C -4.99185 -0.38857 -1.11225  -0.151
N -4.10152 -0.14117 -0.14023  -0.078
H -0.68780 0.62458 4.68587  0.121
H -2.86136 -0.31664 5.49678  0.123
H -4.63984 -0.78807 3.86488  0.114
H -0.44039 1.10233 2.26221  0.106
H -5.80515 -1.49756 2.41512  0.114
H -7.38244 -2.02750 0.60073  0.124
H -6.85500 -1.22700 -1.71614  0.122
H -4.73367 -0.03176 -2.09590  0.017
Se -3.55573 5.02636 3.41090  0.048
Sb -3.92074 4.95537 1.13024  0.047
Se -2.62080 1.06632 -2.76946  0.338
Se -3.45041 2.71539 0.10464  0.145
Se -4.94176 6.32201 -0.42163  0.060